Record 1
16
Properties=species:S:1:pos:R:3 method="wB97M-V/def2-TZVPD" e_above_lowest_kj_mol=270.0 total_energy_ev=-219511.0452 orbital_gap_ev="6.659 / 6.547"
Br -3.285 0.068 -1.611
Br -5.191 1.586 0.318
Br -5.120 -1.654 0.366
O -2.733 0.161 1.412
C 0.424 1.153 0.034
C -1.004 -1.125 0.440
C 0.192 -1.251 -0.258
C -0.937 1.294 0.440
C 0.965 -0.051 -0.404
C -1.644 0.178 0.815
C -4.303 -0.023 -0.030
H -1.630 -2.007 0.872
H 0.715 -2.061 -0.679
H 1.897 -0.258 -0.831
H 0.930 2.117 -0.026
H -1.278 2.235 0.674

***

Record 2
16
Properties=species:S:1:pos:R:3 method="wB97M-V/def2-TZVPD" e_above_lowest_kj_mol=252.4 total_energy_ev=-93436.8773 orbital_gap_ev="6.452 / 6.395"
Br -3.223 2.428 -0.507
Cl -1.354 0.876 -2.317
O -0.712 2.913 1.331
N -2.109 0.981 -0.786
C 0.033 0.604 0.542
C 0.762 0.516 -0.672
C -0.167 -0.565 1.363
C -0.507 1.840 0.958
C 0.390 -1.771 0.952
C 1.157 -1.845 -0.188
C 1.331 -0.729 -0.963
H -0.766 -0.394 2.152
H 1.646 -2.903 -0.389
H 1.173 1.360 -1.127
H 0.221 -2.579 1.559
H 2.125 -0.734 -1.908